{
  "formula": "C31H31IrNO4PSe2Te2",
  "method": "ωB97M-V/def2-TZVPD",
  "charge": -1,
  "spin_multiplicity": 2,
  "s_squared": 0.76,
  "de_lowest_kcal_mol": 21.7,
  "symbols": ["Ir", "N", "C", "C", "C", "C", "C", "C", "P", "C", "C", "C", "C", "C", "C", "C", "C", "C", "C", "C", "C", "H", "H", "H", "H", "H", "H", "H", "H", "H", "H", "H", "H", "H", "H", "H", "H", "Se", "Te", "Te", "Se", "C", "C", "C", "C", "C", "H", "H", "H", "H", "H", "H", "H", "H", "H", "H", "O", "C", "O", "C", "C", "C", "C", "O", "C", "O", "C", "C", "H", "H", "H", "H", "H"],
  "positions_angstrom": [[-0.3085, 0.0711, -0.3221], [0.6866, -1.7841, -0.9412], [0.5809, -2.1814, -2.3353], [1.0554, -3.4220, -2.7510], [0.9527, -3.7899, -4.0808], [0.3682, -2.9266, -5.0020], [-0.1049, -1.6942, -4.5815], [0.0112, -1.3079, -3.2500], [-0.6490, 0.2402, -2.5355], [-2.4036, 0.2332, -3.0901], [-3.2783, -0.5810, -2.3718], [-4.6137, -0.6705, -2.7317], [-5.0951, 0.0629, -3.8088], [-4.2338, 0.8777, -4.5268], [-2.8914, 0.9538, -4.1755], [0.0685, 1.5997, -3.5212], [1.1794, 1.4339, -4.3413], [1.7920, 2.5334, -4.9329], [1.3116, 3.8099, -4.6900], [0.2165, 3.9864, -3.8527], [-0.3990, 2.8919, -3.2683], [1.6637, -1.6755, -0.6816], [0.3347, -2.5172, -0.3302], [1.5054, -4.0916, -2.0272], [1.3271, -4.7544, -4.4000], [0.2774, -3.2202, -6.0398], [-0.5816, -1.0216, -5.2858], [-2.8995, -1.1159, -1.5073], [-5.2840, -1.2998, -2.1598], [-6.1428, 0.0103, -4.0779], [-4.6069, 1.4662, -5.3557], [-2.2272, 1.5995, -4.7364], [1.5759, 0.4424, -4.5228], [2.6508, 2.3883, -5.5766], [1.7934, 4.6670, -5.1440], [-0.1548, 4.9804, -3.6382], [-1.2445, 3.0410, -2.6049], [-0.4922, 3.5054, 1.3999], [-2.5140, 5.1038, 1.4833], [-4.2884, 3.6074, 0.0800], [-1.6321, 1.9791, 0.0572], [-1.9747, -0.1123, 2.7902], [-0.6933, -0.9372, 2.6919], [-1.0585, -2.3601, 2.2575], [-0.0353, -0.9866, 4.0788], [0.2735, -0.2821, 1.6867], [-2.5809, -0.4812, 3.6238], [-2.5652, -0.1890, 1.8774], [-1.7637, 0.9451, 2.9653], [-1.8194, -2.7740, 2.9254], [-0.1899, -3.0193, 2.2699], [-1.4715, -2.3389, 1.2434], [-0.6740, -1.5108, 4.7959], [0.1299, 0.0271, 4.4541], [0.9261, -1.5020, 4.0394], [0.7140, 0.5929, 2.1728], [3.4505, -2.0564, 1.7971], [2.6994, -1.1010, 1.6991], [1.4064, -1.3108, 1.6144], [3.2850, 0.2949, 1.6427], [4.5078, 0.4604, 2.2827], [5.1885, 1.6808, 2.2714], [4.5919, 2.7080, 1.5828], [5.0505, 3.9843, 1.4002], [4.0070, 4.6675, 0.6922], [3.0448, 3.7062, 0.2907], [3.3907, 2.5389, 0.9246], [2.7075, 1.3508, 0.9262], [4.9302, -0.3940, 2.7921], [6.1400, 1.8098, 2.7682], [4.4291, 5.1540, -0.1870], [3.5401, 5.4026, 1.3543], [1.8043, 1.2304, 0.3412]],
  "lowdin_charge": [0.45, -0.04, -0.28, -0.03, -0.08, -0.08, -0.08, -0.29, 0.84, -0.34, -0.10, -0.08, -0.09, -0.09, -0.08, -0.35, -0.09, -0.09, -0.10, -0.07, -0.11, 0.10, 0.10, 0.12, 0.10, 0.10, 0.11, 0.09, 0.10, 0.10, 0.10, 0.10, 0.09, 0.10, 0.10, 0.11, 0.08, -0.16, -0.01, -0.17, -0.09, -0.10, -0.62, -0.07, -0.05, -0.33, 0.08, 0.05, 0.06, 0.08, 0.08, 0.06, 0.08, 0.09, 0.08, 0.07, 0.06, -0.49, -0.09, -0.11, -0.02, 0.01, -0.22, 0.03, -0.13, 0.01, -0.20, 0.05, 0.11, 0.11, 0.13, 0.14, 0.07]
}